1.
DFT (ωB97M-V with the def2-TZVPD basis set) results for C14H30AuNO7P2Si3 as an isolated structure at a distorted geometry.

```
58
C14H30AuNO7P2Si3 (ωB97M-V with the def2-TZVPD basis set)
Au -1.08795 1.19862 -1.10433
C 1.68414 1.11896 -3.02243
Si 2.20704 0.58925 -1.29975
C 3.55422 -0.71064 -1.52453
C 2.93380 2.09741 -0.48144
C 0.77576 -0.17333 -0.33169
Si 0.62124 0.09011 1.55075
C 1.40184 1.58674 2.34948
C 0.04189 -1.29689 2.69042
C 2.79416 -0.98224 1.92292
Si 0.06746 -1.72979 -1.04257
C 0.71392 -3.30666 -0.26937
C 0.25109 -1.92800 -2.89086
C -1.81065 -1.66461 -0.79902
C -2.62428 -2.69777 -0.36319
C -3.99099 -2.49519 -0.22606
C -4.52179 -1.25724 -0.53203
C -3.67140 -0.26155 -0.97521
N -2.35924 -0.46822 -1.11479
H 2.42669 1.81158 -3.42663
H 0.72504 1.64370 -3.01749
H 1.59920 0.27812 -3.71019
H 4.38438 -0.28858 -2.09749
H 3.18286 -1.57770 -2.07550
H 3.96046 -1.07621 -0.58136
H 3.64641 2.55456 -1.17297
H 3.46149 1.88984 0.44942
H 2.15089 2.82945 -0.27276
H 1.08985 2.45059 1.76079
H 2.48382 1.60059 2.45059
H 0.95491 1.66937 3.34221
H -1.03980 -1.38144 2.57977
H 0.26170 -0.98731 3.71567
H 0.49440 -2.27400 2.53911
H 3.41684 -0.30996 1.35020
H 2.60467 -1.95809 1.49550
H 2.89654 -0.93232 2.99894
H 1.80317 -3.34370 -0.35578
H 0.31810 -4.17540 -0.80182
H 0.45407 -3.40855 0.78372
H 1.29387 -1.97760 -3.20647
H -0.22965 -1.11643 -3.43918
H -0.23003 -2.86616 -3.17998
H -2.18174 -3.65354 -0.11395
H -4.63161 -3.29227 0.12839
H -5.57286 -1.04312 -0.40614
H -4.03067 0.73033 -1.21521
O -1.52200 2.03484 3.52958
P -2.15344 1.55470 2.14008
O -3.40367 0.80413 2.27283
O -0.98262 0.83219 1.45186
O -2.35492 2.90949 1.32859
P -1.70897 3.79589 0.11130
O -2.80232 3.51999 -1.04955
O -1.68603 5.20279 0.50916
O -0.43804 3.08633 -0.37410
H -2.15590 2.53428 4.05717
H -3.46532 4.22062 -1.03465
```

Results
multiplicity: 3
frontier orbital gap (alpha / beta): 8.006 / 7.230 eV
largest force on an atom: 1.94 eV Å⁻¹
net charge: 0
expectation value of S²: 2.011

2.
DFT (ωB97M-V with the def2-TZVPD basis set) results for C42H44BrCrF5N8OSe2 as an isolated structure at a distorted geometry.

```
104
C42H44BrCrF5N8OSe2 (ωB97M-V with the def2-TZVPD basis set)
Cr -0.10175 -1.47053 -0.72748
Br 10.41562 1.04846 6.69384
C 9.05184 1.15341 5.35556
C 8.16645 0.09511 5.21344
C 7.18220 0.17684 4.26039
C 7.05893 1.31662 3.43886
C 7.98072 2.36263 3.60227
C 8.97168 2.28294 4.55423
N 6.09515 1.45229 2.48960
N 5.24755 0.46997 2.43787
C 4.28796 0.39425 1.52321
C 4.08844 1.26151 0.42304
C 3.07269 1.08027 -0.48043
C 2.17691 0.00110 -0.35111
O 1.17585 -0.23794 -1.13688
C 2.34366 -0.87602 0.76456
N 1.41780 -1.84752 0.87857
C 1.50850 -2.68881 1.89124
C 2.50500 -2.60795 2.85739
C 3.44742 -1.60472 2.76742
C 3.38385 -0.70448 1.69962
H 8.25069 -0.77976 5.84267
H 6.47840 -0.62702 4.11509
H 7.89562 3.23075 2.96775
H 9.67811 3.09093 4.67911
H 4.77545 2.08907 0.32853
H 2.93383 1.76031 -1.30698
H 0.76473 -3.47281 1.93588
H 2.53774 -3.32686 3.66215
H 4.23062 -1.49589 3.50067
C -1.47506 -0.96679 -6.18114
N -1.27049 0.23467 -5.42793
C -0.26118 0.44471 -4.53605
Se 1.11653 -0.66396 -4.19367
N -0.39822 1.69849 -4.03964
C -1.48776 2.30382 -4.60844
C -1.99646 3.58664 -4.51533
C -3.09776 3.89716 -5.29740
C -3.67335 2.96133 -6.14816
C -3.15190 1.68324 -6.27341
C -2.04669 1.36672 -5.50053
H -0.80499 -1.73151 -5.78969
H -1.24911 -0.79730 -7.23705
H -2.50922 -1.29859 -6.07949
H 0.07121 2.00752 -3.19465
H -1.53937 4.32066 -3.87046
H -3.51004 4.89424 -5.25776
H -4.53514 3.24203 -6.73635
H -3.58027 0.97146 -6.96154
C -1.23395 0.52065 4.07629
C -0.23284 0.66519 2.93779
N -0.65634 -0.12382 1.81144
C -1.30890 -1.29822 1.89702
N -1.42132 -2.01592 0.80569
C -2.07667 -3.30286 0.92187
C -3.23394 -3.23595 1.91172
C -2.63937 -2.84397 3.25517
N -1.86032 -1.63536 3.10370
C -1.46148 -0.96471 4.32265
H -2.18056 0.99074 3.80395
H -0.85155 1.00501 4.97424
H 0.76222 0.33690 3.27292
H -0.14686 1.70496 2.61240
H -0.53608 0.29515 0.87655
H -1.35041 -4.05070 1.27062
H -2.41263 -3.61007 -0.07064
H -3.74196 -4.19859 1.98009
H -3.95033 -2.47779 1.58929
H -2.01308 -3.66436 3.63739
H -3.43200 -2.64670 3.98793
H -0.54722 -1.42130 4.72922
H -2.26313 -1.10424 5.05410
C -3.97378 -1.41918 -3.12347
C -3.14273 -1.39899 -1.83397
C -3.67695 -0.30687 -0.91137
C -1.65661 -1.19313 -2.13426
H -5.03381 -1.53730 -2.89452
H -3.84350 -0.48885 -3.67270
H -3.66657 -2.24920 -3.75623
H -3.29755 -2.37107 -1.35122
H -3.13893 -0.30851 0.03337
H -4.74016 -0.44125 -0.70620
H -3.54097 0.67221 -1.36656
H -1.55226 -0.13709 -2.41255
H -1.43697 -1.75345 -3.04963
F 0.05687 -3.61720 -2.68686
C 0.63238 -3.18466 -1.52118
F 0.23822 -4.16138 -0.60870
C 2.14501 -3.37777 -1.67657
F 2.49354 -4.25133 -2.63371
F 2.78325 -2.23522 -1.95003
F 2.69697 -3.84342 -0.53796
Se -0.65429 2.05419 -0.61701
C -2.29481 2.84866 -0.05332
C -2.87898 2.50662 1.15990
C -4.05564 3.10362 1.56541
C -4.67836 4.04758 0.76453
C -4.11001 4.38047 -0.45530
C -2.92818 3.79116 -0.85585
H -2.41062 1.76408 1.78804
H -4.49607 2.82879 2.51666
H -5.59715 4.51707 1.09041
H -4.59553 5.10428 -1.09934
H -2.47948 4.05235 -1.80263
```

Results
multiplicity: 4
frontier orbital gap (alpha / beta): 5.234 / 5.155 eV
largest force on an atom: 3.60 eV Å⁻¹
net charge: -1
expectation value of S²: 3.847

3.
DFT (ωB97M-V with the def2-TZVPD basis set) results for a 2-piece molecular cluster, C6H14NOS overall at a distorted geometry.

```
23
C6H14NOS (ωB97M-V with the def2-TZVPD basis set)
C -1.66979 0.65801 -1.46630
C -0.62321 -0.43888 -1.73746
C -1.73517 0.87357 0.08184
C 0.68594 0.02683 -0.99977
C -0.32277 1.11894 0.70732
C 0.45273 -1.23748 1.17549
N 0.49895 -0.05864 0.46695
O 3.12994 -0.60509 2.20497
S 2.96570 0.75880 1.35136
H -1.37074 1.51142 -2.12271
H -2.60054 0.39498 -1.79700
H -1.08444 -1.36897 -1.39515
H -0.61775 -0.58948 -2.75043
H -2.26429 1.72714 0.56380
H -2.17880 -0.08457 0.28232
H 1.37472 -0.78579 -1.31158
H 1.05766 0.98748 -1.36157
H 0.16238 2.04814 0.47027
H -0.47759 1.19159 1.71733
H -0.42712 -1.18801 1.99021
H 0.60646 -2.14885 0.49329
H 1.25027 -1.47403 1.87079
H 3.18747 -1.31710 1.56601
```

Results
multiplicity: 1
frontier orbital gap (alpha / beta): 6.438 / 6.437 eV
largest force on an atom: 5.48 eV Å⁻¹
net charge: +1

4.
DFT (ωB97M-V with the def2-TZVPD basis set) results for C2H6N2S as an isolated structure at a distorted geometry.

```
11
C2H6N2S (ωB97M-V with the def2-TZVPD basis set)
C -1.82287 -0.45287 0.09336
C 0.24231 0.32211 -0.06134
H -1.39678 -1.59688 -0.11568
H -2.11264 -0.32935 1.47256
H -2.76832 -0.22667 -0.74026
H -1.35238 1.50590 0.02367
H 0.53072 2.41463 -0.30742
H 1.96709 1.34399 -0.36478
N -1.03560 0.61231 -0.22203
N 0.94347 1.62643 0.21918
S 0.95379 -1.12489 -0.00877
```

Results
multiplicity: 1
frontier orbital gap: 9.213 eV
largest force on an atom: 7.05 eV Å⁻¹
net charge: 0

5.
DFT (ωB97M-V with the def2-TZVPD basis set) results for C52H65F5GeN4O2P3RuSSe as an isolated structure at a distorted geometry.

```
135
C52H65F5GeN4O2P3RuSSe (ωB97M-V with the def2-TZVPD basis set)
Ru -0.51691 -0.63351 0.22214
C -3.90321 0.31435 3.23186
C -3.38329 1.22625 2.12792
C -4.40474 1.26059 0.99028
P -1.63631 0.98016 1.49593
C -0.74472 1.31670 3.06988
N 0.68713 1.28481 2.88513
Ge 1.34565 0.14329 1.53043
N 2.40205 0.59543 0.00332
C 1.90912 0.18125 -1.30546
P 1.31248 -1.55868 -1.09768
C 0.64948 -2.13580 -2.74522
C -0.87113 -2.27356 -2.66554
C 1.07157 -1.28114 -3.94410
C 2.91029 -2.54924 -0.99737
C 3.77878 -2.32471 -2.23825
C 3.79419 -2.43865 0.24177
C 3.74144 0.96402 0.12957
C 4.63218 1.19030 -0.92281
C 5.97727 1.41971 -0.66993
C 6.47335 1.43417 0.62182
C 5.58944 1.26800 1.67984
C 4.24522 1.06997 1.43542
N 3.24615 0.97377 2.48479
C 2.83804 2.26304 3.02385
C 3.69823 3.31279 3.26305
C 3.22560 4.45856 3.89602
C 1.90384 4.51081 4.29743
C 1.02290 3.47138 4.02068
C 1.46603 2.34825 3.32312
C 3.54893 -0.00309 3.52424
C 4.44219 0.26127 4.54162
C 4.76532 -0.72860 5.46182
C 4.18027 -1.97622 5.33839
C 3.24364 -2.23370 4.34547
C 2.88093 -1.23388 3.43862
N 1.89030 -1.37570 2.48157
C 1.10619 -2.57862 2.50154
P -0.49937 -2.41509 1.59346
C -1.81192 -2.34073 2.91107
C -3.13068 -2.87006 2.33516
C -1.54174 -2.90422 4.30681
C -0.75134 -4.13305 0.90871
C -0.75274 -5.20950 2.00799
C 0.23576 -4.60202 -0.15309
C -1.49027 2.61113 0.58336
C -0.12991 2.81377 -0.06907
C -1.86225 3.87423 1.36281
H -4.83117 0.73887 3.62024
H -3.22448 0.20718 4.07833
H -4.14264 -0.66807 2.84291
H -3.31866 2.22647 2.56056
H -4.43468 0.29979 0.46832
H -4.20141 2.04718 0.26352
H -5.40268 1.44024 1.39462
H -1.07019 0.59355 3.82730
H -1.09126 2.28679 3.42140
H 2.67041 0.29424 -2.07033
H 1.05856 0.77687 -1.66486
H 1.06538 -3.14128 -2.87665
H -1.33048 -1.34428 -2.31432
H -1.17763 -3.07541 -1.99284
H -1.28779 -2.48087 -3.65262
H 0.71893 -0.25738 -3.83592
H 0.62681 -1.68204 -4.85760
H 2.14784 -1.24508 -4.08789
H 2.54564 -3.57760 -1.04192
H 4.07893 -1.28268 -2.34588
H 3.30784 -2.65824 -3.15948
H 4.69448 -2.90577 -2.11570
H 4.35041 -1.50056 0.25748
H 4.52568 -3.24806 0.20220
H 3.24827 -2.51513 1.17111
H 4.30119 1.19411 -1.95088
H 6.64401 1.58401 -1.50665
H 7.52639 1.58685 0.81020
H 5.95178 1.27987 2.69887
H 4.73426 3.24482 2.96152
H 3.89514 5.28455 4.08985
H 1.53760 5.37643 4.83409
H 0.00224 3.55340 4.36494
H 4.87590 1.24983 4.62676
H 5.46735 -0.52347 6.25758
H 4.44083 -2.76614 6.03087
H 2.79265 -3.21419 4.28945
H 0.85235 -2.86665 3.52535
H 1.64791 -3.44365 2.08421
H -1.90829 -1.26340 3.03911
H -3.09126 -3.93462 2.12169
H -3.41248 -2.35650 1.41177
H -3.93567 -2.73460 3.05739
H -1.38750 -3.98016 4.33227
H -2.40864 -2.68778 4.93554
H -0.68396 -2.42948 4.78428
H -1.73991 -4.09467 0.44135
H 0.13762 -5.14127 2.63590
H -0.73277 -6.19184 1.53289
H -1.62482 -5.18210 2.65110
H 1.18838 -4.89585 0.29234
H 0.42931 -3.86284 -0.91869
H -0.17414 -5.47953 -0.65639
H -2.21094 2.49086 -0.22506
H 0.65632 3.00318 0.66474
H -0.17002 3.67366 -0.74080
H 0.17159 1.95737 -0.66935
H -1.23598 4.01402 2.24497
H -2.90771 3.90367 1.66564
H -1.69357 4.74237 0.72217
F -6.91230 5.37425 -3.21490
C -6.06341 4.38092 -3.00385
C -6.47770 3.06916 -3.16803
F -7.72418 2.80720 -3.53971
C -5.57762 2.04105 -2.94510
F -6.00393 0.78834 -3.11450
C -4.26913 2.28882 -2.55825
Se -3.09460 0.81057 -2.26104
C -3.88442 3.61122 -2.38088
F -2.65005 3.91482 -1.97109
C -4.76163 4.65509 -2.61093
F -4.37186 5.91283 -2.44035
O -3.40039 -0.92737 -9.63089
C -2.27593 -0.28641 -9.25007
O -1.41522 -0.04716 -10.04511
C -2.16398 0.10256 -7.80375
C -1.26027 1.11092 -7.48779
C -1.10039 1.52016 -6.17654
C -1.81806 0.89222 -5.16143
S -1.42365 1.43328 -3.51369
C -2.70820 -0.12794 -5.46353
C -2.88716 -0.50793 -6.78472
H -4.04595 -0.94332 -8.91422
H -0.69786 1.57493 -8.28635
H -0.41606 2.32544 -5.93915
H -3.26867 -0.61912 -4.67962
H -3.57208 -1.32181 -6.99383
```

Results
multiplicity: 1
frontier orbital gap: 7.023 eV
largest force on an atom: 1.36 eV Å⁻¹
net charge: +1

Total energy / eV: -76738.1124 -300983.6798 -20810.5169 -15983.5554 -241765.2599